Entry from the OMol25 dataset: a cluster of 2 separate species, C3H9N2S in total (wB97M-V/def2-TZVPD).

```
15
Properties=species:S:1:pos:R:3:lowdin_charge:R:1
C -1.342 1.437 -0.237 -0.20
C 2.844 -1.869 0.859 -0.05
C 1.799 -1.147 0.538 -0.57
N -1.391 0.694 -1.318 0.16
N -2.281 2.219 0.208 0.21
S 0.074 -1.420 0.117 0.78
H 3.039 -2.917 0.848 0.06
H 3.806 -1.284 0.923 0.09
H -0.447 1.330 0.399 0.15
H 1.956 -0.007 0.285 0.09
H -0.753 -0.021 -1.328 -0.03
H -2.153 0.884 -1.960 0.16
H -2.118 2.450 1.174 0.14
H -3.197 2.287 -0.126 0.13
H 0.163 -2.637 -0.382 -0.11
```

## Properties
LUMO level = -3.717 eV
Total energy = -627.11118 hartree
Net charge = +1
Energy relative to the best compared isomer or geometry (same formula, charge and spin) = 154.6 kJ/mol
Highest occupied orbital energy = -12.701 eV